{
  "formula": "C43H45CdN10O3",
  "method": "wB97M-V/def2-TZVPD",
  "homo_ev": -10.05,
  "charge": 1,
  "e_above_lowest_kj_mol": 1430.95,
  "spin_multiplicity": 1,
  "homo_lumo_gap_ev": 1.308,
  "elements": ["Cd", "N", "O", "O", "O", "N", "C", "C", "C", "C", "H", "H", "H", "H", "H", "N", "C", "C", "C", "C", "H", "H", "H", "H", "H", "N", "C", "C", "C", "C", "C", "H", "H", "H", "H", "H", "N", "C", "C", "C", "C", "C", "H", "H", "H", "H", "H", "N", "C", "C", "C", "C", "C", "H", "H", "H", "H", "H", "N", "C", "C", "C", "C", "C", "H", "H", "H", "H", "H", "N", "C", "C", "C", "C", "C", "H", "H", "H", "H", "H", "N", "C", "C", "C", "C", "C", "H", "H", "H", "H", "H", "N", "C", "C", "C", "C", "C", "H", "H", "H", "H", "H"],
  "xyz": [[21.1462, 8.4616, 10.7600], [21.3723, 3.4017, 13.3719], [21.6782, 3.5750, 14.5250], [20.8208, 2.3887, 12.9395], [21.5032, 4.3670, 12.6451], [21.6278, -6.7995, 12.4730], [20.9810, -6.5223, 11.3049], [20.5259, -5.1753, 11.3840], [20.9214, -4.7248, 12.6895], [21.6080, -5.7052, 13.3561], [22.2601, -7.5843, 12.5392], [21.0285, -7.2536, 10.5115], [19.9367, -4.7742, 10.5726], [20.6902, -3.7848, 13.1684], [21.8193, -5.8716, 14.4021], [22.3515, 0.2107, 6.4466], [22.3130, 1.0427, 5.3855], [23.1075, 0.5193, 4.3378], [23.6625, -0.6855, 4.8188], [23.0987, -0.9078, 6.0228], [21.8656, 0.3695, 7.3177], [21.7593, 1.9610, 5.5142], [23.3628, 1.0377, 3.4253], [24.2569, -1.4050, 4.2753], [23.0481, -1.7429, 6.7058], [24.4972, 9.9350, 14.3513], [25.4866, 9.0959, 14.7907], [26.4044, 9.3890, 15.7813], [26.1208, 10.5451, 16.5629], [25.1450, 11.4501, 16.1491], [24.4337, 11.1255, 15.0063], [25.6291, 8.1296, 14.3299], [27.2490, 8.7415, 15.9653], [26.8705, 10.8759, 17.2663], [24.9643, 12.3785, 16.6704], [23.7454, 11.8755, 14.6458], [17.4721, 9.7736, 13.7403], [17.4294, 9.5374, 15.0782], [16.3768, 9.8234, 15.9294], [15.2607, 10.4026, 15.2960], [15.2001, 10.6620, 13.9446], [16.3389, 10.3831, 13.2189], [18.1799, 8.9265, 15.5576], [16.3097, 9.5856, 16.9808], [14.3736, 10.5816, 15.8854], [14.3314, 11.1139, 13.4892], [16.3212, 10.7696, 12.2106], [28.3228, 2.5973, 13.1490], [28.9898, 3.0550, 12.0550], [28.7091, 2.6243, 10.7832], [27.6690, 1.6712, 10.6086], [26.9148, 1.2376, 11.7036], [27.3527, 1.7025, 12.9391], [29.8321, 3.7232, 12.1570], [29.2241, 3.0362, 9.9280], [27.3754, 1.3919, 9.6075], [26.0960, 0.5363, 11.6390], [26.7297, 1.6023, 13.8156], [26.2903, -2.8137, 19.9034], [26.1105, -2.2499, 21.1796], [25.2854, -1.1300, 21.2141], [24.4711, -0.7500, 20.0990], [24.5776, -1.5156, 18.8754], [25.5288, -2.5077, 18.8096], [26.6998, -2.4814, 22.0545], [25.0725, -0.5290, 22.0858], [23.7486, 0.0446, 20.2129], [23.9159, -1.2805, 18.0548], [25.8535, -2.9172, 17.8645], [25.5473, 7.5825, 22.7051], [24.8000, 8.3738, 23.4388], [23.4776, 8.7622, 23.1405], [22.8524, 8.1237, 22.0877], [23.6263, 7.1831, 21.3810], [24.8975, 6.9851, 21.6995], [25.2513, 8.8187, 24.3134], [23.0286, 9.5772, 23.6888], [21.8657, 8.4009, 21.7472], [23.2374, 6.6379, 20.5337], [25.4105, 6.2459, 21.1023], [18.0385, 6.8416, 7.3382], [17.3322, 5.6256, 7.5391], [16.5374, 4.9995, 6.5683], [16.4470, 5.5271, 5.2626], [16.9853, 6.8095, 5.0494], [17.6618, 7.4215, 6.0648], [17.2284, 5.1892, 8.5215], [16.0957, 4.0329, 6.7603], [15.9172, 5.0350, 4.4604], [16.7322, 7.4219, 4.1966], [17.8830, 8.4631, 5.8842], [24.7388, 7.7304, 7.7578], [25.0463, 6.5767, 7.0532], [26.0263, 6.3182, 6.1263], [26.8265, 7.3952, 5.7774], [26.7454, 8.5425, 6.5369], [25.6515, 8.7076, 7.3943], [24.3394, 5.8159, 7.3498], [26.1247, 5.3608, 5.6363], [27.5975, 7.2620, 5.0330], [27.3491, 9.3906, 6.2492], [25.6041, 9.6506, 7.9186]],
  "forces_ev_per_angstrom": [[0.0, -0.2, 0.1], [-1.6, -0.4, 0.1], [0.6, -0.8, 1.5], [0.6, 0.0, 0.2], [0.4, 1.3, -2.0], [0.3, 0.1, 0.2], [0.6, 1.6, 0.9], [0.7, -2.1, 0.6], [-0.6, 0.8, -0.4], [-0.7, -1.6, -1.5], [-0.3, 0.0, 0.3], [-0.3, 0.2, -0.1], [0.1, 0.6, 0.4], [-0.1, 0.1, -0.3], [0.4, 0.4, -0.2], [0.6, -1.1, -1.7], [0.4, 0.6, -0.4], [-0.1, 0.9, 1.0], [-0.6, -0.1, -1.2], [-1.0, 0.1, 3.2], [0.1, -0.4, -0.2], [0.1, 0.1, -0.5], [-0.2, -0.1, 0.0], [0.0, 0.2, 0.1], [0.6, -0.2, -0.3], [1.3, 0.3, 1.2], [-0.5, 0.6, -0.4], [-1.4, 1.6, 1.0], [1.4, 0.0, -1.4], [0.5, -1.1, 0.0], [-0.4, -1.0, -0.2], [-0.5, 0.0, -0.6], [-0.1, 0.0, 0.2], [-0.2, -0.2, 0.6], [0.1, 0.0, 0.0], [-0.3, -0.2, -0.4], [-1.9, 1.0, 0.4], [-0.2, -0.8, -0.4], [-1.6, 1.1, -1.8], [-0.4, -0.5, 1.3], [0.8, -0.1, 0.5], [1.5, -0.3, 0.7], [0.9, 0.2, -0.6], [0.4, -0.1, 0.0], [-0.1, 0.2, 0.2], [0.0, 0.0, 0.0], [0.6, -0.6, -0.4], [0.7, 0.3, -1.2], [-0.2, -1.0, 0.7], [-1.4, -1.1, -0.3], [-0.1, 0.8, 0.2], [1.6, 0.2, -0.4], [-0.6, 1.5, 0.5], [-0.1, 0.3, 0.6], [0.1, -0.1, 0.0], [0.1, -0.2, -0.1], [0.0, 0.1, -0.1], [0.0, -0.8, 0.2], [-0.1, -0.4, 1.5], [-0.8, 1.2, -4.3], [-1.9, 0.5, -0.9], [1.3, -2.5, -0.8], [-0.8, 1.8, 2.1], [1.6, 0.7, 2.6], [0.2, -0.7, -0.4], [0.5, -0.2, 0.4], [0.1, 0.1, -0.1], [0.1, 0.0, -0.2], [-0.2, -0.5, 0.1], [-0.2, -0.6, 0.2], [-0.4, 1.1, 0.2], [0.3, -0.5, -0.3], [0.7, 0.1, -0.3], [-3.0, 0.8, -0.5], [2.2, -0.8, 0.2], [0.3, 0.1, 0.1], [-0.2, -0.2, 0.2], [-0.1, -0.1, 0.1], [-0.3, 0.0, 0.0], [0.6, 0.1, 0.1], [-3.6, -1.4, -2.6], [0.5, 2.5, -1.3], [0.8, 0.3, -1.6], [0.4, 0.6, 1.0], [-1.0, -0.9, 0.5], [1.4, -1.0, 3.1], [0.9, 0.2, 0.3], [-0.1, 0.1, 0.3], [-0.1, -0.2, 0.1], [0.1, -0.3, -0.3], [0.7, 0.1, 0.5], [3.3, 0.3, -2.9], [-2.2, 0.2, 2.1], [-0.1, 0.9, -0.3], [0.9, -0.8, 0.5], [-1.4, 0.4, -0.9], [-0.3, -0.9, 1.3], [0.1, -0.6, -0.2], [-0.2, 0.0, 0.1], [0.1, 0.2, -0.1], [0.1, 0.1, 0.4], [-0.4, 0.1, 0.1]],
  "mulliken_charge": [0.705, 1.138, -0.437, -0.459, -0.443, -0.062, -0.218, -0.488, -0.333, -0.420, 0.238, 0.377, 0.381, 0.377, 0.350, -0.004, -0.352, -0.410, -0.423, -0.318, 0.213, 0.399, 0.384, 0.385, 0.395, -0.557, -0.137, -0.308, -0.357, -0.276, -0.131, 0.340, 0.364, 0.365, 0.368, 0.334, -0.531, -0.146, -0.371, -0.154, -0.362, -0.129, 0.329, 0.363, 0.328, 0.357, 0.324, -0.541, -0.162, -0.299, -0.242, -0.387, -0.179, 0.361, 0.344, 0.358, 0.369, 0.379, -0.490, -0.237, -0.245, -0.214, -0.352, -0.192, 0.343, 0.315, 0.366, 0.351, 0.356, -0.552, -0.143, -0.311, -0.312, -0.271, -0.141, 0.346, 0.349, 0.371, 0.331, 0.333, -0.487, -0.182, -0.397, -0.201, -0.305, -0.145, 0.342, 0.343, 0.383, 0.331, 0.323, -0.489, -0.095, -0.451, -0.206, -0.427, -0.121, 0.369, 0.371, 0.367, 0.338, 0.348]
}